Record 1
22
Properties=species:S:1:pos:R:3:lowdin_charge:R:1 method="wB97M-V/def2-TZVPD" homo_lumo_gap_ev="3.96 / 3.96" charge=0
C -2.39665 1.28971 -0.66689 -0.07
C -3.47096 0.96981 0.12790 -0.07
C -1.16474 0.62327 -0.69468 -0.02
C -3.39711 -0.17064 0.94840 -0.03
C -1.00256 -0.43216 0.21062 -0.11
C -2.18540 -0.76716 0.81869 0.29
C 0.18921 -1.45404 0.05017 -0.51
C 2.54719 -1.59601 -0.24875 -0.09
N 3.18826 0.74244 0.98740 -0.36
N 1.67092 1.74388 -0.85339 -0.38
N 1.37339 -0.81127 0.14454 -0.21
O -0.01241 -2.62307 -0.18946 0.08
S 1.67579 1.07762 0.52213 0.79
H -2.56919 2.03830 -1.53594 0.15
H -4.49494 1.49367 0.23774 0.16
H -0.14040 0.90483 -1.25913 0.13
H -4.19833 -0.38235 1.61716 0.12
H 2.58980 -2.48071 0.33140 0.08
H 2.44922 -1.61925 -1.30056 0.08
H 3.40938 -1.04138 0.13543 0.05
H 3.38695 0.84390 1.94042 -0.06
H 2.55260 1.65063 -1.32318 -0.02



Record 2
92
Properties=species:S:1:pos:R:3:lowdin_charge:R:1 method="wB97M-V/def2-TZVPD" homo_lumo_gap_ev=7.24 charge=0
C 2.15897 -0.63404 -1.80258 -0.08
C 1.99646 0.22927 -3.10467 -0.23
N 0.69451 0.07977 -3.79570 0.05
C -0.30252 0.64120 -2.94192 -0.15
C -1.37607 -0.02266 -2.41486 -0.21
C -1.64380 -1.57108 -2.71634 -0.21
C -2.13998 1.01787 -1.53992 -0.51
O -3.23699 1.00384 -1.03817 -0.08
O -1.21592 2.13150 -1.37949 -0.11
C -0.32170 2.08843 -2.42485 -0.38
O 0.34519 2.96856 -2.84125 0.17
H 2.56343 -1.65195 -2.01070 0.07
H 2.89298 -0.12708 -1.12564 0.08
H 1.22496 -0.75875 -1.20859 0.05
H 2.23296 1.28168 -2.83734 0.11
H 2.79853 -0.10134 -3.81149 0.12
H 0.50417 -0.91989 -3.89887 0.11
H -1.74581 -1.74253 -3.81971 0.10
H -2.63928 -1.83077 -2.29059 0.04
H -0.84255 -2.25379 -2.36395 0.04
Br 0.00762 -3.20051 2.53788 0.42
C 0.12106 -1.33175 2.00048 -0.58
C -1.22531 -0.77031 1.56467 -0.54
Br -1.73687 -1.32985 -0.27758 0.93
H 0.87378 -1.26966 1.21267 0.06
H 0.48586 -0.81973 2.88874 0.03
H -1.17742 0.31120 1.50872 -0.05
H -2.03872 -1.06272 2.22457 0.07
Br -2.53063 5.97755 0.85359 0.61
C -3.49289 4.64893 1.90600 -0.69
C -2.59675 3.50637 2.29952 -0.67
Br -2.30276 2.30032 0.78405 1.06
H -4.35002 4.33632 1.31425 0.05
H -3.84110 5.18429 2.78874 0.05
H -3.07054 2.89777 3.06889 -0.03
H -1.61876 3.82687 2.64991 0.02
Br -0.81304 -3.96084 0.34146 0.48
C -0.82818 -5.74604 -0.48579 -0.62
C -2.14875 -6.04014 -1.15250 -0.69
Br -3.50770 -6.48454 0.16766 0.60
H -0.57759 -6.45645 0.29913 0.05
H -0.02412 -5.72637 -1.22284 0.06
H -2.07221 -6.91924 -1.79294 0.05
H -2.53152 -5.20612 -1.73503 0.04
Br -3.53890 2.93339 5.74644 0.67
C -2.49094 1.40281 6.32104 -0.68
C -1.02772 1.73763 6.34439 -0.68
Br -0.28571 1.75713 4.54717 0.68
H -2.73499 0.57963 5.65407 0.06
H -2.84809 1.16893 7.32310 0.06
H -0.46628 0.97155 6.87774 0.06
H -0.81664 2.70850 6.78525 0.05
Br -3.20542 -5.22301 3.74429 0.59
C -4.08929 -6.61317 4.78169 -0.69
C -3.15189 -7.75392 5.08040 -0.70
Br -2.90049 -8.89194 3.52027 0.60
H -4.96880 -6.91754 4.21982 0.05
H -4.40323 -6.12463 5.70335 0.05
H -3.57364 -8.40677 5.84363 0.06
H -2.16479 -7.42468 5.39482 0.05
Br 1.48790 7.61548 -6.97989 0.61
C 0.53249 6.29423 -5.91324 -0.70
C 1.41339 5.12362 -5.56613 -0.69
Br 1.63595 3.92570 -7.08600 0.60
H -0.35256 6.01110 -6.47950 0.03
H 0.22848 6.82381 -5.01084 0.06
H 0.95195 4.51412 -4.78969 0.03
H 2.40979 5.41740 -5.24641 0.05
Br 1.92848 -4.60711 1.58705 0.60
C 3.78881 -4.13728 1.18692 -0.64
C 4.76125 -5.12950 1.77450 -0.69
Br 4.97290 -4.86054 3.69038 0.58
H 3.93880 -3.12465 1.55350 0.02
H 3.85368 -4.14032 0.09846 0.06
H 5.75798 -4.98556 1.35652 0.05
H 4.45889 -6.16318 1.63084 0.05
Br 8.39619 -3.40537 5.00343 0.60
C 8.47290 -1.53017 4.48529 -0.70
C 7.11116 -1.00822 4.10557 -0.68
Br 6.59056 -1.61102 2.32757 0.61
H 9.19993 -1.45230 3.68099 0.05
H 8.85150 -1.00875 5.36344 0.06
H 7.12083 0.07922 4.04388 0.06
H 6.32608 -1.32185 4.78928 0.05
Br -2.32818 10.68251 -8.83519 0.60
C -3.27339 9.36338 -7.75932 -0.70
C -2.38636 8.19440 -7.41903 -0.71
Br -2.17481 6.99560 -8.93906 0.61
H -4.16198 9.07790 -8.31640 0.05
H -3.57038 9.89381 -6.85546 0.06
H -2.83982 7.58505 -6.63758 0.06
H -1.38652 8.49100 -7.10891 0.01



Record 3
113
Properties=species:S:1:pos:R:3:lowdin_charge:R:1 method="wB97M-V/def2-TZVPD" homo_lumo_gap_ev=4.00 charge=-2
K -0.28787 1.09981 0.86062 0.35
C -3.14681 -1.20471 -0.49035 -0.10
O -3.01087 -0.48023 -1.69079 -0.19
C -3.90177 0.61303 -1.83058 -0.20
C -3.58748 1.32279 -3.12061 -0.21
O -2.38479 2.02988 -2.99722 -0.24
C -2.07675 2.72984 -4.17554 -0.13
H -3.15550 -0.57025 0.40878 0.03
H -2.30096 -1.88586 -0.43490 0.08
H -4.08466 -1.78602 -0.51998 0.09
H -3.79064 1.31121 -0.99610 0.07
H -4.94572 0.25924 -1.85710 0.13
H -4.40735 2.01524 -3.34818 0.11
H -3.50505 0.58167 -3.93716 0.13
H -2.95087 3.27400 -4.54867 0.10
H -1.71809 2.03930 -4.96198 0.11
H -1.30009 3.45018 -3.92658 0.06
C -0.03049 2.23536 -2.82335 -0.12
N 0.96397 1.55409 -3.64241 -0.11
C 1.89815 2.41871 -4.33070 -0.06
C 1.19183 0.22420 -3.45096 -0.36
N 0.74179 -0.35656 -2.40603 0.18
C 0.34202 -1.66015 -2.26402 -0.22
C -0.52337 -2.21306 -3.19655 -0.04
C -1.11245 -3.46334 -3.00364 -0.09
C -0.87083 -4.17898 -1.86694 -0.08
C -0.02208 -3.65863 -0.86418 -0.18
C 0.14915 -4.35805 0.35321 -0.06
C 0.95449 -3.86011 1.33533 -0.10
C 1.69607 -2.69546 1.11663 -0.05
C 1.58572 -1.98596 -0.06506 -0.23
N 2.41419 -0.89276 -0.24445 0.19
C 3.68273 -0.92666 -0.25162 -0.36
N 4.40644 0.24758 -0.07275 -0.17
C 5.39014 0.60660 -1.07740 -0.07
C 3.67925 1.39701 0.44625 -0.06
N 4.50979 -2.04433 -0.46275 -0.15
C 5.69055 -2.21429 0.36044 -0.08
C 3.98889 -3.30244 -0.95245 -0.07
C 0.63858 -2.40844 -1.06571 -0.04
N 2.00820 -0.36628 -4.45215 -0.16
C 2.74411 -1.56215 -4.10232 -0.07
C 1.45800 -0.38840 -5.79578 -0.08
H -0.45379 3.06972 -3.37996 0.01
H 0.39857 2.62989 -1.89908 0.01
H -0.83532 1.55467 -2.56105 0.09
H 2.17704 3.25142 -3.67764 0.09
H 1.45515 2.84503 -5.23760 0.08
H 2.79191 1.86448 -4.60619 0.08
H -0.79271 -1.62367 -4.06416 0.11
H -1.79909 -3.84559 -3.74977 0.10
H -1.35442 -5.13311 -1.69153 0.10
H -0.40435 -5.27785 0.50585 0.10
H 1.05438 -4.39189 2.27486 0.10
H 2.38440 -2.33548 1.87131 0.11
H 5.84995 -0.28255 -1.50340 0.07
H 6.16789 1.22230 -0.61826 0.08
H 4.93022 1.18579 -1.88987 0.09
H 2.92907 1.06503 1.15960 0.04
H 3.17696 1.95584 -0.34871 0.09
H 4.39012 2.05645 0.94966 0.09
H 5.51472 -2.95960 1.14859 0.08
H 5.95966 -1.27326 0.82986 0.08
H 6.52856 -2.56512 -0.25195 0.08
H 3.11324 -3.14607 -1.57430 0.07
H 3.70277 -3.98383 -0.14300 0.09
H 4.76748 -3.78090 -1.55629 0.09
H 3.11529 -1.45824 -3.08387 0.07
H 3.60003 -1.65476 -4.77783 0.08
H 2.14941 -2.48048 -4.16545 0.08
H 0.81723 0.47763 -5.94648 0.08
H 0.86211 -1.29351 -5.97715 0.08
H 2.26995 -0.36272 -6.52962 0.08
C 0.89390 -0.89967 4.82966 -0.19
P 0.97291 0.67244 3.89601 0.52
C -0.50828 1.60904 4.36646 -0.20
C 2.33890 1.49978 4.78512 -0.19
O 1.30460 0.45815 2.46443 -0.57
H 0.62932 -0.71737 5.87184 0.04
H 1.88260 -1.36040 4.78141 0.04
H 0.16946 -1.55860 4.35891 0.01
H -0.21299 2.61654 4.65743 0.04
H -0.99986 1.12928 5.21485 0.05
H -1.22363 1.68210 3.53589 -0.06
H 2.20422 1.43124 5.86596 0.05
H 2.39567 2.54630 4.49255 0.00
H 3.26721 1.00100 4.49925 0.05
Cl 1.13811 3.43993 2.22278 0.53
C 0.32319 4.92616 2.71904 -1.05
Cl 1.09885 5.58734 4.18034 0.45
H -0.71809 4.71379 2.94967 -0.07
H 0.39161 5.64523 1.91117 -0.05
N -1.31007 -0.89704 2.58963 0.17
C -2.40356 -0.88940 2.96869 -0.28
N -3.64816 -0.88527 3.41206 -0.08
C -4.06345 -1.91163 4.35498 -0.13
C -5.17033 -1.32601 5.22147 -0.21
O -6.24839 -0.87326 4.43202 -0.14
C -5.82320 0.16064 3.53855 -0.17
C -4.72804 -0.31532 2.60487 -0.18
H -3.21359 -2.20860 4.96995 0.13
H -4.44523 -2.79489 3.82530 0.13
H -4.75951 -0.49356 5.80935 0.13
H -5.56610 -2.08364 5.89944 0.12
H -5.46492 1.02427 4.11016 0.13
H -6.70166 0.44921 2.96528 0.13
H -4.33805 0.53511 2.03355 -0.06
H -5.12232 -1.07180 1.91384 0.13
Se -2.93341 6.20229 2.33061 -0.32
Sb -2.81502 4.62646 0.43361 -0.30
Se -2.93160 2.29789 1.58819 -0.04
Se -0.52056 4.84709 -0.55576 -0.15
Se -4.62653 4.90888 -1.20940 -0.36



Number 1: molar mass 195.247 g/mol, total energy -947.63746 hartree. Number 2: molar mass 1845.911 g/mol, total energy -47592.03655 hartree. Number 3: molar mass 1210.465 g/mol, total energy -13739.55853 hartree.